No. 1
Density functional theory data (ωB97M-V/def2-TZVPD) for C16H17FeN4Te4 as an isolated structure in a non-equilibrium geometry.

Results
E ... -3174.71566 hartree
Relative energy (zero: lowest compared OMol25 entry of this formula, charge and spin) ... 2.625 eV
Orbital gap (spin up / spin down) ... 5.349 / 5.240 eV
LUMO (spin up / spin down) ... 2.1 / 1.9 eV
E_HOMO (spin up / spin down) ... -0.11888 / -0.12186 Eh

```
! RIJCOSX wB97M-V def2-TZVPD def2/J DEFGRID3
* xyz -1 5
Fe -2.116 -0.918 -0.515
Te -3.979 0.515 -0.167
Te -6.372 1.736 0.126
Te -6.732 -2.922 -0.229
Te -4.148 -2.168 -0.210
C 1.499 0.226 -0.878
N 0.465 -0.801 -0.891
C 0.929 -1.998 -0.906
C 0.108 -3.134 -0.767
C 0.498 -4.476 -0.771
C -0.674 -5.211 -0.602
C -1.705 -4.272 -0.506
N -1.250 -3.011 -0.615
C 2.019 0.539 0.512
C 1.300 0.198 1.652
C 1.789 0.503 2.916
C 3.005 1.157 3.059
C 3.732 1.501 1.926
C 3.242 1.190 0.666
H 1.104 1.139 -1.314
H 2.348 -0.068 -1.505
H 2.006 -2.184 -0.992
H 1.513 -4.836 -0.872
H -0.785 -6.283 -0.551
H -2.756 -4.483 -0.364
H 0.354 -0.318 1.547
H 1.216 0.226 3.792
H 3.389 1.386 4.045
H 4.685 2.005 2.026
H 3.817 1.453 -0.217
C -0.425 3.019 1.076
C -0.688 2.662 -0.344
N -1.180 1.530 -0.784
C -1.281 1.669 -2.164
C -0.838 2.892 -2.542
N -0.460 3.519 -1.373
H -0.794 2.223 1.717
H -0.939 3.944 1.343
H 0.644 3.143 1.257
H -1.636 0.873 -2.793
H -0.787 3.374 -3.503
H -0.118 4.459 -1.287
*
```

No. 2
Density functional theory data (ωB97M-V/def2-TZVPD) for C45H82BrF12KN2NaO19PS2 as an isolated structure in a non-equilibrium geometry.

Results
E ... -8974.10570 hartree
Orbital gap ... 1.417 eV
LUMO ... -6.0 eV
E_HOMO ... -0.27116 Eh

```
! RIJCOSX wB97M-V def2-TZVPD def2/J DEFGRID3
* xyz 1 2
C -1.428 2.493 -0.751
O -2.600 2.938 -1.524
C -3.702 1.961 -1.480
C -3.239 0.405 -1.251
C -4.479 -0.678 -1.519
C -4.051 -2.240 -1.188
C -2.506 -2.595 -1.608
C -2.117 -4.186 -1.559
C -1.856 -4.797 -0.062
C -0.761 -3.986 0.846
C 0.809 -4.338 0.530
C 1.719 -2.999 0.110
C 2.839 -2.601 1.233
C 3.845 -1.366 0.813
C 3.093 -0.198 -0.121
C 3.175 -0.448 -1.724
C 2.460 0.836 -2.529
C 2.589 0.448 -4.152
O 1.719 -0.717 -4.354
C 1.923 -1.366 -5.653
C 2.926 -0.893 -6.856
O 1.202 -2.502 -5.873
O 5.187 -1.710 0.410
C 5.376 -2.767 -0.542
O 5.028 -4.054 -0.502
S 6.427 -2.338 -2.087
O 6.865 -0.844 -2.112
O 7.769 -3.156 -1.935
C 5.492 -2.859 -3.671
F 4.095 -3.145 -3.189
F 5.480 -1.637 -4.535
C 6.204 -4.114 -4.440
F 6.451 -5.301 -3.543
F 7.563 -3.619 -4.882
C 5.429 -4.685 -5.758
F 5.538 -6.192 -5.713
F 3.982 -4.389 -5.836
C 6.085 -4.247 -7.204
F 7.380 -4.899 -7.518
F 6.094 -2.760 -7.363
F 5.116 -4.749 -8.249
H -1.685 2.142 0.351
H -0.758 1.708 -1.337
H -0.730 3.452 -0.625
H -4.558 2.256 -0.704
H -4.233 2.014 -2.546
H -2.860 0.172 -0.153
H -2.395 0.171 -2.041
H -4.926 -0.603 -2.598
H -5.334 -0.361 -0.766
H -4.799 -2.938 -1.802
H -4.245 -2.476 -0.053
H -2.371 -2.224 -2.733
H -1.791 -1.958 -0.937
H -1.154 -4.401 -2.199
H -2.995 -4.806 -2.076
H -2.878 -4.877 0.520
H -1.456 -5.907 -0.216
H -0.863 -2.820 0.835
H -0.957 -4.317 1.977
H 1.293 -4.758 1.535
H 0.875 -5.136 -0.335
H 2.256 -3.306 -0.894
H 1.012 -2.077 -0.088
H 2.251 -2.311 2.226
H 3.428 -3.599 1.508
H 3.986 -0.782 1.851
H 3.665 0.811 0.146
H 1.990 -0.038 0.301
H 4.295 -0.406 -2.047
H 2.609 -1.428 -2.010
H 1.339 0.995 -2.237
H 3.117 1.809 -2.341
H 2.160 1.312 -4.844
H 3.707 0.303 -4.461
H 3.992 -0.543 -6.511
H 3.076 -1.840 -7.560
H 2.364 -0.094 -7.516
C 10.332 -5.180 -3.186
N 11.807 -5.006 -3.101
O 12.283 -4.748 -1.989
O 12.445 -5.133 -4.152
H 9.901 -5.041 -2.192
H 9.951 -4.427 -3.880
H 10.140 -6.190 -3.552
C -6.205 5.507 4.613
C -5.334 4.582 3.720
C -3.863 4.633 4.208
C -3.169 5.948 3.874
C -3.275 6.263 2.387
C -4.721 6.191 1.826
N -5.472 4.971 2.274
O -5.018 3.886 1.500
C -5.513 7.461 2.234
C -4.629 6.313 0.267
C -5.910 3.157 4.013
H -6.378 5.058 5.600
H -5.746 6.473 4.823
H -7.191 5.679 4.164
H -3.290 3.810 3.759
H -3.820 4.472 5.294
H -3.588 6.769 4.465
H -2.111 5.881 4.155
H -2.848 7.256 2.201
H -2.635 5.554 1.845
H -6.572 7.368 1.960
H -5.128 8.350 1.722
H -5.454 7.694 3.295
H -3.976 5.552 -0.176
H -4.209 7.282 -0.029
H -5.620 6.230 -0.196
H -6.959 3.086 3.702
H -5.869 2.931 5.086
H -5.349 2.359 3.515
C 2.095 8.369 4.706
C 1.347 8.472 3.390
O 1.845 7.507 2.452
C 1.338 6.238 2.563
O 0.508 5.904 3.405
C 1.914 5.330 1.477
F 3.260 5.489 1.316
F 1.355 5.572 0.257
F 1.718 4.005 1.729
H 3.174 8.459 4.543
H 1.775 9.155 5.396
H 1.925 7.399 5.182
H 1.514 9.460 2.950
H 0.265 8.362 3.531
C 3.813 -8.404 -3.098
O 4.065 -9.360 -2.096
P 5.161 -10.683 -2.298
O 5.192 -10.886 -0.781
O 6.396 -9.703 -2.776
C 6.691 -8.428 -2.246
O 6.256 -12.007 -2.499
C 5.688 -13.085 -3.212
H 2.739 -8.263 -3.191
H 4.247 -7.454 -2.815
H 4.208 -8.710 -4.065
H 6.151 -8.205 -1.322
H 6.439 -7.698 -3.019
H 7.765 -8.347 -2.063
H 5.398 -12.756 -4.213
H 4.813 -13.467 -2.679
H 6.430 -13.883 -3.299
C -10.480 8.379 5.311
C -11.437 7.996 6.439
C -10.864 6.758 7.126
S -9.093 6.834 6.898
O -8.689 5.726 6.058
O -8.460 7.112 8.172
C -9.085 8.321 5.916
H -10.702 9.372 4.910
H -10.565 7.655 4.492
H -11.500 8.821 7.160
H -12.448 7.808 6.066
H -11.092 6.748 8.195
H -11.226 5.838 6.659
H -8.294 8.269 5.166
H -8.912 9.165 6.589
K 4.851 -12.977 -0.171
Br 3.768 -2.610 3.746
Na -3.042 -6.406 1.335
O -4.790 -1.942 1.863
H -4.501 -1.024 1.983
H -5.477 -2.060 2.535
*
```